Model one:
{"formula": "C45H42F3N6O3P2STi", "method": "wB97M-V/def2-TZVPD", "spin_multiplicity": 2, "lumo_ev": [0.08, 0.07], "homo_lumo_gap_ha": [0.2549, 0.2713], "species": ["Ti", "C", "C", "N", "C", "S", "N", "N", "C", "C", "C", "C", "C", "C", "C", "N", "H", "H", "H", "H", "H", "H", "H", "H", "H", "H", "H", "H", "H", "O", "C", "C", "C", "C", "C", "C", "C", "N", "C", "C", "N", "H", "H", "H", "H", "H", "H", "H", "O", "P", "C", "P", "O", "C", "C", "C", "C", "C", "C", "C", "C", "C", "C", "C", "C", "C", "C", "C", "C", "C", "C", "C", "C", "C", "C", "C", "C", "H", "H", "H", "H", "H", "H", "H", "H", "H", "H", "H", "H", "H", "H", "H", "H", "H", "H", "H", "H", "H", "H", "F", "C", "F", "F"], "coordinates": [[-0.13, -1.07, -0.78], [-4.40, 2.86, -4.51], [-4.47, 2.98, -3.00], [-4.43, 1.70, -2.32], [-3.27, 1.04, -2.06], [-3.50, -0.39, -1.03], [-2.20, 1.51, -2.61], [-0.98, 0.92, -2.35], [-0.06, 1.38, -3.12], [-0.29, 2.41, -4.18], [1.32, 0.86, -2.94], [2.30, 1.06, -3.91], [3.59, 0.64, -3.67], [3.89, 0.03, -2.47], [2.85, -0.17, -1.57], [1.60, 0.22, -1.81], [-4.42, 3.84, -4.97], [-5.24, 2.28, -4.89], [-3.47, 2.36, -4.80], [-5.40, 3.46, -2.70], [-3.65, 3.59, -2.62], [-5.23, 1.37, -1.82], [-1.08, 3.08, -3.87], [-0.62, 1.95, -5.12], [0.61, 2.99, -4.38], [2.04, 1.54, -4.85], [4.36, 0.78, -4.42], [4.89, -0.30, -2.23], [3.01, -0.68, -0.62], [-0.74, -1.73, -2.51], [-0.66, -2.70, -3.37], [-1.53, -2.71, -4.48], [-1.47, -3.71, -5.42], [-0.53, -4.73, -5.31], [0.34, -4.73, -4.24], [0.29, -3.73, -3.26], [1.21, -3.73, -2.14], [1.31, -2.82, -1.17], [2.33, -3.25, -0.34], [2.84, -4.42, -0.80], [2.13, -4.71, -1.94], [-2.26, -1.92, -4.54], [-2.16, -3.70, -6.26], [-0.47, -5.52, -6.05], [1.07, -5.53, -4.17], [2.60, -2.71, 0.54], [3.62, -5.06, -0.43], [2.23, -5.53, -2.51], [1.28, -0.87, 0.90], [1.35, -0.77, 2.40], [-0.22, -0.87, 3.32], [-2.59, 0.31, 0.83], [-1.06, 0.18, 0.53], [-0.71, 0.40, 3.98], [-1.09, 0.36, 5.32], [-1.60, 1.49, 5.95], [-1.73, 2.68, 5.25], [-1.35, 2.73, 3.91], [-0.84, 1.60, 3.29], [-2.87, 2.12, 0.62], [-4.10, 2.67, 1.00], [-4.31, 4.04, 0.94], [-3.29, 4.88, 0.52], [-2.06, 4.34, 0.16], [-1.85, 2.97, 0.21], [2.42, -2.08, 3.04], [1.91, -3.34, 3.35], [2.78, -4.37, 3.70], [4.14, -4.14, 3.76], [4.65, -2.89, 3.46], [3.80, -1.86, 3.10], [2.15, 0.78, 2.84], [2.37, 1.71, 1.83], [2.93, 2.95, 2.14], [3.26, 3.24, 3.46], [3.04, 2.31, 4.46], [2.49, 1.08, 4.16], [-0.10, -1.64, 4.09], [-0.96, -1.25, 2.61], [-1.00, -0.57, 5.87], [-1.89, 1.44, 6.99], [-2.14, 3.55, 5.74], [-1.46, 3.64, 3.34], [-0.54, 1.65, 2.25], [-4.89, 2.01, 1.35], [-5.27, 4.45, 1.23], [-3.45, 5.95, 0.48], [-1.26, 5.00, -0.17], [-0.90, 2.54, -0.07], [0.85, -3.54, 3.27], [2.38, -5.35, 3.92], [4.81, -4.95, 4.04], [5.72, -2.71, 3.51], [4.19, -0.88, 2.87], [2.08, 1.47, 0.82], [3.09, 3.68, 1.36], [3.69, 4.21, 3.70], [3.30, 2.55, 5.49], [2.31, 0.36, 4.94], [-1.43, -3.85, -0.55], [-1.16, -2.78, 0.26], [-2.32, -2.61, 0.97], [-0.30, -3.32, 1.23]]}

---

Model two:
{"formula": "C45H42F3N6O3P2STi", "method": "wB97M-V/def2-TZVPD", "spin_multiplicity": 2, "lumo_ev": [0.50, 0.23], "homo_lumo_gap_ha": [0.2334, 0.2726], "species": ["Ti", "C", "C", "N", "C", "S", "N", "N", "C", "C", "C", "C", "C", "C", "C", "N", "H", "H", "H", "H", "H", "H", "H", "H", "H", "H", "H", "H", "H", "O", "C", "C", "C", "C", "C", "C", "C", "N", "C", "C", "N", "H", "H", "H", "H", "H", "H", "H", "O", "P", "C", "P", "O", "C", "C", "C", "C", "C", "C", "C", "C", "C", "C", "C", "C", "C", "C", "C", "C", "C", "C", "C", "C", "C", "C", "C", "C", "H", "H", "H", "H", "H", "H", "H", "H", "H", "H", "H", "H", "H", "H", "H", "H", "H", "H", "H", "H", "H", "H", "F", "C", "F", "F"], "coordinates": [[-0.63, 0.50, -0.08], [-3.50, 0.32, -5.59], [-2.04, 0.71, -5.36], [-1.33, -0.13, -4.43], [-1.42, -0.06, -3.07], [-0.40, -1.10, -2.13], [-2.29, 0.80, -2.61], [-2.26, 0.87, -1.21], [-3.38, 1.30, -0.67], [-4.61, 1.65, -1.43], [-3.33, 1.44, 0.77], [-4.42, 1.86, 1.53], [-4.27, 2.01, 2.89], [-3.03, 1.77, 3.47], [-2.00, 1.36, 2.65], [-2.15, 1.16, 1.34], [-3.92, 0.90, -6.41], [-4.09, 0.49, -4.70], [-3.57, -0.74, -5.86], [-1.99, 1.75, -5.01], [-1.50, 0.66, -6.31], [-0.63, -0.77, -4.78], [-4.46, 1.48, -2.49], [-4.87, 2.70, -1.28], [-5.46, 1.04, -1.10], [-5.36, 2.07, 1.04], [-5.10, 2.33, 3.50], [-2.86, 1.89, 4.53], [-1.01, 1.18, 3.05], [0.53, 0.29, 1.36], [0.72, -0.41, 2.48], [1.69, 0.03, 3.39], [1.89, -0.64, 4.58], [1.12, -1.76, 4.90], [0.17, -2.19, 3.99], [-0.03, -1.54, 2.77], [-1.00, -2.05, 1.79], [-1.50, -1.42, 0.74], [-2.37, -2.30, 0.12], [-2.39, -3.47, 0.80], [-1.52, -3.30, 1.86], [2.26, 0.91, 3.13], [2.64, -0.28, 5.28], [1.26, -2.28, 5.84], [-0.44, -3.06, 4.24], [-2.89, -2.03, -0.78], [-2.92, -4.39, 0.63], [-1.25, -3.99, 2.53], [1.15, -2.22, 0.38], [2.59, -2.36, 0.04], [3.47, -0.82, -0.33], [2.85, 0.43, -1.49], [1.48, 0.87, -1.14], [4.07, 1.74, -1.35], [5.44, 1.49, -1.43], [6.35, 2.53, -1.37], [5.90, 3.84, -1.23], [4.54, 4.10, -1.15], [3.61, 3.05, -1.21], [2.99, -0.15, -3.18], [4.02, -0.97, -3.63], [4.11, -1.30, -4.98], [3.18, -0.80, -5.88], [2.16, 0.03, -5.44], [2.05, 0.35, -4.09], [2.89, -3.42, -1.37], [4.16, -3.62, -1.91], [4.35, -4.47, -2.99], [3.25, -5.13, -3.54], [1.98, -4.95, -3.00], [1.80, -4.09, -1.92], [3.57, -3.09, 1.38], [3.90, -2.33, 2.51], [4.49, -2.92, 3.61], [4.76, -4.29, 3.61], [4.43, -5.06, 2.50], [3.84, -4.46, 1.39], [4.51, -1.06, -0.54], [3.44, -0.26, 0.61], [5.82, 0.48, -1.55], [7.42, 2.33, -1.43], [6.61, 4.66, -1.18], [4.18, 5.11, -1.04], [2.55, 3.25, -1.14], [4.75, -1.36, -2.94], [4.91, -1.95, -5.32], [3.26, -1.06, -6.93], [1.43, 0.43, -6.14], [1.24, 0.98, -3.74], [5.03, -3.12, -1.46], [5.34, -4.61, -3.40], [3.39, -5.79, -4.38], [1.13, -5.47, -3.43], [0.81, -3.92, -1.51], [3.67, -1.27, 2.55], [4.73, -2.32, 4.48], [5.21, -4.75, 4.48], [4.64, -6.12, 2.50], [3.59, -5.07, 0.53], [-1.30, 3.51, 0.34], [-0.31, 2.67, -0.14], [-0.15, 3.11, -1.45], [0.82, 3.15, 0.50]]}

---

Quick one: least stable of them? model two

---

Model one:
{"formula": "CH5S2", "method": "wB97M-V/def2-TZVPD", "lumo_ev": 3.74, "total_charge": -1, "homo_lumo_gap_ha": 0.2331, "species": ["S", "H", "C", "S", "H", "H", "H", "H"], "coordinates": [[-2.61, 1.37, 0.21], [-1.94, 0.13, 0.10], [1.33, -0.66, -0.20], [-0.32, -1.39, 0.08], [1.45, 0.29, 0.33], [2.11, -1.37, 0.12], [1.57, -0.49, -1.26], [-1.58, 2.11, 0.62]]}

---

Model two:
{"formula": "CH5S2", "method": "wB97M-V/def2-TZVPD", "lumo_ev": 3.91, "total_charge": -1, "homo_lumo_gap_ha": 0.2546, "species": ["S", "H", "C", "S", "H", "H", "H", "H"], "coordinates": [[-1.66, 2.21, 0.70], [-0.59, 2.98, 0.45], [0.62, -1.30, -0.50], [0.31, -0.43, 1.15], [-0.33, -1.80, -0.86], [0.93, -0.51, -1.19], [1.43, -2.08, -0.34], [-0.70, 0.94, 0.60]]}

---

Quick one: least stable of them? model two

---

Model one:
{"formula": "C4H5N5", "method": "wB97M-V/def2-TZVPD", "smiles": "[H]/N=C\\N(/C=N\\[H])/C(C#N)=N\\[H]", "lumo_ev": -0.56, "homo_lumo_gap_ha": 0.3611, "species": ["C", "C", "C", "C", "H", "H", "H", "H", "H", "N", "N", "N", "N", "N"], "coordinates": [[1.14, -0.87, 0.44], [0.15, 1.21, -0.33], [-1.24, -0.68, 0.02], [-2.29, 0.32, 0.14], [2.27, 0.20, -0.68], [0.99, -1.72, 1.16], [-0.60, 1.51, -1.07], [1.71, 1.94, 0.67], [-0.74, -2.55, -0.34], [2.27, -0.66, -0.10], [-0.02, -0.07, 0.24], [1.00, 2.13, -0.02], [-1.53, -1.89, -0.33], [-3.11, 1.14, 0.20]]}

---

Model two:
{"formula": "C4H5N5", "method": "wB97M-V/def2-TZVPD", "smiles": "[H]/N=C1/CCc2nnnn21", "lumo_ev": 0.26, "homo_lumo_gap_ha": 0.4087, "species": ["C", "C", "C", "C", "H", "H", "H", "H", "H", "N", "N", "N", "N", "N"], "coordinates": [[0.79, -0.86, -0.06], [1.33, 0.61, 0.04], [0.05, 1.51, -0.02], [-1.08, 0.48, -0.01], [0.86, -2.77, -0.14], [2.10, 0.75, -0.79], [1.83, 0.66, 1.03], [0.07, 2.21, -0.86], [-0.05, 2.13, 0.87], [1.44, -1.95, -0.05], [-2.39, 0.44, -0.11], [-2.70, -0.85, 0.01], [-1.64, -1.61, 0.06], [-0.60, -0.74, 0.03]]}

---

Model three:
{"formula": "C4H5N5", "method": "wB97M-V/def2-TZVPD", "smiles": "N/N=c1\\ccnncn1", "lumo_ev": -1.08, "homo_lumo_gap_ha": 0.2739, "species": ["C", "C", "C", "C", "H", "H", "H", "H", "H", "N", "N", "N", "N", "N"], "coordinates": [[0.53, -0.75, 0.21], [0.05, 0.74, 0.48], [-1.01, 1.37, 0.17], [-1.63, -1.59, 0.06], [3.62, -0.07, -0.48], [1.87, 0.78, -0.90], [0.44, 1.46, 1.23], [-1.35, 2.52, 0.48], [-2.24, -2.35, 0.27], [2.53, 0.29, -0.32], [1.76, -0.85, -0.31], [-2.06, 0.80, -0.59], [-2.18, -0.41, -0.46], [-0.33, -1.92, 0.15]]}

---

Quick one: least stable of them? model three

---

Model one:
{"formula": "C3H8NS", "method": "wB97M-V/def2-TZVPD", "smiles": "CNCC[S-]", "lumo_ev": 4.29, "total_charge": -1, "homo_lumo_gap_ha": 0.2366, "species": ["C", "N", "C", "C", "S", "H", "H", "H", "H", "H", "H", "H", "H"], "coordinates": [[-0.01, -1.49, 0.39], [-0.82, -0.34, 0.97], [-0.82, 0.85, 0.04], [0.42, 1.02, -0.84], [2.23, 0.57, -0.19], [-0.47, -2.01, -0.48], [1.09, -1.22, -0.11], [0.30, -2.27, 1.10], [-0.24, -0.12, 1.80], [-0.92, 1.77, 0.69], [-1.87, 0.68, -0.54], [0.35, 0.50, -1.75], [0.77, 2.06, -1.08]]}

---

Model two:
{"formula": "C3H8NS", "method": "wB97M-V/def2-TZVPD", "lumo_ev": 3.77, "total_charge": -1, "homo_lumo_gap_ha": 0.2195, "species": ["C", "S", "H", "H", "H", "C", "C", "N", "H", "H", "H", "H", "H"], "coordinates": [[1.82, -1.47, -1.39], [2.21, -0.29, -0.10], [0.82, -1.67, -1.95], [2.11, -2.51, -1.19], [2.48, -1.12, -2.18], [-2.02, 0.28, 0.64], [-0.01, 1.60, 1.18], [-0.97, 0.77, 1.56], [-1.74, -0.78, 0.37], [-3.00, 0.14, 1.13], [-2.15, 0.95, -0.27], [-0.24, 2.54, 1.80], [0.70, 1.56, 0.40]]}

---

Model three:
{"formula": "C3H8NS", "method": "wB97M-V/def2-TZVPD", "smiles": "C[C@H](N)C[S-]", "lumo_ev": 4.30, "total_charge": -1, "homo_lumo_gap_ha": 0.2421, "species": ["C", "C", "C", "S", "N", "H", "H", "H", "H", "H", "H", "H", "H"], "coordinates": [[0.39, -0.49, 1.32], [-0.36, 0.32, 0.27], [0.58, 0.85, -0.87], [1.70, -0.39, -1.64], [-1.33, -0.61, -0.32], [-0.17, -1.32, 1.78], [0.78, 0.11, 2.15], [1.25, -0.93, 0.78], [-0.93, 1.17, 0.63], [-0.09, 1.10, -1.68], [1.07, 1.76, -0.53], [-1.93, -0.21, -1.04], [-0.96, -1.39, -0.86]]}

---

Model four:
{"formula": "C3H8NS", "method": "wB97M-V/def2-TZVPD", "smiles": "NCCC[S-]", "lumo_ev": 4.03, "total_charge": -1, "homo_lumo_gap_ha": 0.2299, "species": ["C", "C", "S", "C", "N", "H", "H", "H", "H", "H", "H", "H", "H"], "coordinates": [[-0.68, 0.28, 0.13], [-1.30, -0.98, 0.83], [-1.46, -2.36, -0.34], [0.87, 0.17, -0.10], [1.42, 1.35, -0.93], [-1.16, 0.29, -0.85], [-0.97, 1.26, 0.67], [-0.77, -1.30, 1.76], [-2.30, -0.60, 1.16], [1.31, 0.24, 0.93], [1.16, -0.78, -0.68], [2.37, 1.46, -0.69], [1.52, 0.98, -1.90]]}

---

Quick one: least stable of them? model two

---

Model one:
{"formula": "C18H26N2O4S", "method": "wB97M-V/def2-TZVPD", "smiles": "COc1ccc(S(=O)(=O)N(C)CC(=O)NCCC2=CCCCC2)cc1", "lumo_ev": 0.56, "homo_lumo_gap_ha": 0.3403, "species": ["C", "H", "O", "C", "C", "C", "C", "C", "C", "H", "H", "S", "O", "O", "N", "C", "H", "H", "H", "C", "C", "O", "N", "H", "C", "C", "C", "C", "C", "C", "C", "C", "H", "H", "H", "H", "H", "H", "H", "H", "H", "H", "H", "H", "H", "H", "H", "H", "H", "H", "H"], "coordinates": [[7.60, 1.10, -0.32], [7.88, 0.23, 0.28], [6.33, 1.60, 0.05], [5.25, 0.81, -0.10], [5.27, -0.50, -0.59], [4.09, -1.21, -0.69], [2.90, -0.64, -0.32], [2.85, 0.66, 0.16], [4.02, 1.38, 0.28], [4.03, 2.39, 0.66], [1.91, 1.08, 0.46], [1.37, -1.55, -0.49], [0.51, -0.84, -1.40], [1.66, -2.92, -0.79], [0.72, -1.35, 1.04], [1.44, -2.09, 2.05], [1.28, -3.17, 1.96], [1.14, -1.74, 3.03], [2.50, -1.89, 1.91], [-0.74, -1.42, 1.11], [-1.35, -0.03, 1.29], [-2.16, 0.21, 2.16], [-0.87, 0.87, 0.41], [-0.35, 0.49, -0.37], [-1.49, 2.15, 0.22], [-2.40, 2.13, -1.03], [-3.44, 1.05, -0.87], [-3.24, -0.17, -1.34], [-4.20, -1.31, -1.16], [-5.56, -0.84, -0.66], [-5.37, 0.18, 0.45], [-4.68, 1.42, -0.10], [-4.41, 2.09, 0.71], [-5.36, 1.97, -0.77], [-6.33, 0.46, 0.89], [-4.75, -0.24, 1.24], [-6.11, -0.37, -1.49], [-6.15, -1.69, -0.31], [-4.30, -1.86, -2.10], [-3.77, -2.01, -0.43], [-2.33, -0.41, -1.87], [-1.78, 1.93, -1.90], [-2.87, 3.10, -1.14], [-2.08, 2.36, 1.11], [-0.72, 2.92, 0.10], [-1.13, -1.85, 0.18], [-1.05, -2.06, 1.94], [4.09, -2.23, -1.07], [6.20, -0.96, -0.88], [7.64, 0.85, -1.38], [8.30, 1.91, -0.12]]}

---

Model two:
{"formula": "C18H26N2O4S", "method": "wB97M-V/def2-TZVPD", "smiles": "Cc1cc(S(=O)(=O)N2CCCCC2)ccc1OCC(=O)N1CCCC1", "lumo_ev": 0.48, "homo_lumo_gap_ha": 0.3347, "species": ["C", "C", "C", "C", "C", "C", "C", "O", "C", "C", "O", "N", "C", "C", "H", "C", "H", "C", "H", "H", "H", "H", "H", "H", "H", "H", "H", "H", "S", "O", "O", "N", "C", "C", "C", "C", "C", "H", "H", "H", "H", "H", "H", "H", "H", "H", "H", "H", "H", "H", "H"], "coordinates": [[2.46, 2.65, -0.27], [1.08, 2.12, -0.02], [0.03, 2.36, -0.89], [-1.23, 1.86, -0.62], [-1.47, 1.11, 0.50], [-0.43, 0.86, 1.39], [0.84, 1.36, 1.14], [1.91, 1.20, 1.95], [1.82, 0.32, 3.04], [1.62, -1.14, 2.59], [1.59, -1.45, 1.41], [1.49, -2.03, 3.58], [1.59, -1.78, 5.01], [1.31, -3.14, 5.64], [0.24, -3.27, 5.80], [1.80, -4.13, 4.58], [2.89, -4.21, 4.61], [1.36, -3.45, 3.29], [0.32, -3.69, 3.05], [1.98, -3.70, 2.42], [1.37, -5.12, 4.70], [1.83, -3.26, 6.60], [2.60, -1.43, 5.26], [0.88, -1.02, 5.33], [1.02, 0.62, 3.73], [2.78, 0.40, 3.56], [-0.63, 0.26, 2.27], [-2.46, 0.72, 0.68], [-2.53, 2.17, -1.80], [-3.74, 1.51, -1.37], [-2.60, 3.58, -2.07], [-1.90, 1.44, -3.17], [-1.89, 0.00, -3.07], [-1.05, -0.59, -4.20], [-1.59, -0.13, -5.55], [-1.65, 1.39, -5.58], [-2.48, 1.91, -4.41], [-2.48, 3.00, -4.37], [-3.52, 1.56, -4.51], [-0.63, 1.80, -5.50], [-2.08, 1.74, -6.52], [-0.96, -0.51, -6.35], [-2.60, -0.53, -5.69], [-0.02, -0.24, -4.08], [-1.06, -1.68, -4.13], [-1.47, -0.26, -2.09], [-2.92, -0.39, -3.11], [0.17, 2.95, -1.78], [2.50, 3.18, -1.22], [3.17, 1.82, -0.29], [2.76, 3.31, 0.53]]}

---

Quick one: least stable of them? model one

---

Model one:
{"formula": "CHF3NO2S", "method": "wB97M-V/def2-TZVPD", "lumo_ev": [3.11, 3.11], "total_charge": -1, "homo_lumo_gap_ha": [0.2399, 0.2400], "species": ["C", "N", "O", "O", "F", "F", "F", "S", "H"], "coordinates": [[3.04, 0.16, 0.22], [-0.52, -0.38, -0.64], [0.94, -2.52, -0.87], [0.02, -1.86, 1.35], [3.13, -0.09, -1.11], [3.35, 1.47, 0.34], [4.13, -0.49, 0.73], [0.33, -1.53, -0.02], [-0.70, 0.32, 0.10]]}

---

Model two:
{"formula": "CHF3NO2S", "method": "wB97M-V/def2-TZVPD", "smiles": "N=[S@](=O)([O-])C(F)(F)F", "lumo_ev": 4.05, "total_charge": -1, "homo_lumo_gap_ha": 0.3197, "species": ["C", "N", "O", "O", "F", "F", "F", "S", "H"], "coordinates": [[0.12, -0.21, 1.04], [-1.24, 0.34, -1.32], [0.51, 1.80, -0.27], [1.38, -0.89, -1.53], [-0.31, 0.80, 1.85], [-0.67, -1.18, 1.16], [1.36, -0.57, 1.45], [0.11, 0.49, -0.70], [-1.26, -0.58, -1.69]]}

---

Quick one: least stable of them? model two